Here is C9H16Cl2F8GaN2O as an isolated structure from OMol25. Energies are from ωB97M-V/def2-TZVPD.

Geometry as XYZ:
```
39
Properties=species:S:1:pos:R:3
C 0.2985 -3.6255 1.3510
N 1.4954 -3.3494 0.5855
C 1.2393 -2.8145 -0.7641
Ga 0.2794 -1.0283 -0.9006
F 0.9195 -0.2020 -2.4004
C -1.7299 -1.2378 -1.2028
C -2.6823 -0.2848 -0.4951
O -2.1383 1.0394 -0.4078
C -2.9989 -0.7584 0.9286
N -3.4743 0.2652 1.8580
C 0.8847 0.1482 0.7136
F 2.0598 -0.3941 1.2431
F -0.0082 0.1078 1.7869
C 1.2264 1.6560 0.4715
F 2.5806 1.8189 0.3206
F 0.6622 2.1103 -0.6862
C 0.8367 2.6675 1.5794
F -0.4819 2.7610 1.7789
F 1.2747 3.8960 1.2559
F 1.4122 2.3174 2.7471
H 0.4627 -3.4329 2.4142
H -0.0118 -4.6718 1.2463
H -0.5533 -3.0043 1.0389
H 2.0988 -2.7284 1.0982
H 0.6365 -3.5558 -1.3014
H 2.1926 -2.7621 -1.2951
H -2.0303 -2.2628 -0.9527
H -1.8802 -1.1488 -2.2863
H -3.6392 -0.2195 -1.0409
H -1.6680 1.2009 -1.2328
H -2.1223 -1.2362 1.3673
H -3.7728 -1.5292 0.8391
H -4.1302 0.8657 1.3714
H -2.6947 0.8621 2.0984
C 3.0887 3.6597 -2.4811
Cl 3.7136 2.6750 -3.8077
Cl 2.4843 5.2303 -3.0428
H 2.2746 3.1221 -2.0127
H 3.8954 3.8429 -1.7831
```

Calculated values
LUMO energy: 2.8 eV
Kohn-Sham gap: 0.2613 Ha
charge: -1
electronic energy: -4181.48813 Ha

Atomic partial charges in e from the Mulliken method, atoms 1 to 4: -0.659 -0.483 -0.634 -0.205